Here is C4H2O2Tm as an isolated structure from the OMol25 dataset. Energies are from ωB97M-V/def2-TZVPD.

Computed properties:
Expectation value of S²   2.0250
LUMO level (spin up / spin down)   -13.98 / -15.81 eV
Net charge   +3
Electronic energy   -1387.92942 a.u.
Orbital gap (spin up / spin down)   8.91 / 6.09 eV
Highest occupied orbital energy (spin up / spin down)   -0.8409 / -0.8047 Ha
Multiplicity   3

Each line ends with the natural charge from an NBO analysis.
Atoms and positions in Å:
H1 2.0559 -1.1407 -0.9995  0.40
O1 -0.2937 -2.9445 -1.3917  -0.11
C1 0.3206 -2.0736 -1.0121  0.91
C2 0.9664 -0.8362 -0.8999  -0.44
C3 0.3839 0.0289 -0.0837  0.42
C4 -0.2196 0.8518 0.7760  0.22
O2 -0.9807 1.8417 0.4762  -0.65
Tm1 -2.1490 3.7180 1.3039  1.98
H2 -0.0839 0.5546 1.8308  0.26